(1)
Computed, not measured: a structure of composition C21H19IrN3O2S, with ωB97M-V with the def2-TZVPD basis set.

Last column: Löwdin spin population.
CARTESIAN COORDINATES (ANGSTROEM)
Ir1 -0.379 -0.627 0.404  1.3564
O1 -0.307 -0.787 2.373  0.3149
C1 -0.400 -1.793 3.166  0.1622
C2 -0.243 -1.611 4.563  0.1972
C3 -0.406 -2.651 5.444  0.1480
C4 -0.726 -3.933 4.981  0.2424
C5 -0.841 -4.164 3.633  0.1866
C6 -0.672 -3.131 2.691  0.1297
C7 -0.792 -3.428 1.316  0.3385
N1 -0.674 -2.590 0.314  0.3181
C8 -0.930 -3.078 -1.034  0.0287
C9 -0.267 -2.113 -2.017  0.0068
N2 -0.533 -0.763 -1.560  0.0306
C10 -0.750 0.186 -2.448  0.0015
C11 -0.999 1.544 -2.159  0.0213
C12 -1.388 2.420 -3.191  -0.0033
C13 -1.762 3.716 -2.934  0.0231
C14 -1.733 4.204 -1.623  -0.0032
C15 -1.291 3.408 -0.594  0.0190
C16 -0.920 2.064 -0.813  -0.0011
O2 -0.509 1.353 0.182  0.1200
H1 -0.005 -0.617 4.910  0.0044
H2 -0.284 -2.481 6.503  0.0047
H3 -0.883 -4.736 5.684  0.0081
H4 -1.068 -5.157 3.274  0.0034
H5 -1.005 -4.468 1.076  0.0172
H6 -0.547 -4.095 -1.157  0.0041
H7 -2.015 -3.090 -1.211  0.0108
H8 0.818 -2.279 -2.007  0.0021
H9 -0.630 -2.277 -3.035  0.0002
H10 -0.778 -0.101 -3.496  -0.0008
H11 -1.429 2.044 -4.201  -0.0007
H12 -2.086 4.357 -3.740  0.0013
H13 -2.070 5.208 -1.420  -0.0007
H14 -1.244 3.778 0.420  0.0009
S1 2.323 -0.643 0.226  0.1984
C17 2.423 0.910 -0.536  0.0313
N3 2.427 2.002 0.286  0.0243
C18 2.457 3.270 -0.206  0.0074
C19 2.514 3.483 -1.556  0.0193
C20 2.566 2.389 -2.427  0.0073
C21 2.520 1.096 -1.900  0.0184
H15 2.361 1.842 1.284  -0.0002
H16 2.430 4.072 0.513  0.0001
H17 2.532 4.489 -1.941  0.0009
H18 2.644 2.542 -3.490  -0.0001
H19 2.553 0.235 -2.548  0.0006

Output
HOMO-LUMO gap (spin up / spin down)   4.7 / 5.4 eV
Max |F|   2.9 eV/Å
Lowest unoccupied orbital energy (spin up / spin down)   -3.27 / -5.63 eV
Spin multiplicity   5
Total charge   +1

(2)
Computed, not measured: a structure of composition C13H26IrN4O2Se2, with ωB97M-V with the def2-TZVPD basis set.

Last column: Löwdin spin population.
CARTESIAN COORDINATES (ANGSTROEM)
Ir1 -0.137 -0.769 0.686  0.1537
O1 4.078 0.513 -0.031  0.0596
C1 3.293 1.668 0.246  0.0031
C2 2.298 1.914 -0.904  0.0167
C3 2.939 2.911 -1.885  0.0035
O2 2.084 3.016 -3.005  0.0008
C4 0.984 2.535 -0.410  0.0003
Se1 0.066 1.685 1.097  -0.0085
C5 2.013 0.647 -1.730  0.0553
Se2 1.868 -1.010 -0.751  0.6781
H1 5.002 0.644 0.207  0.0012
H2 3.919 2.552 0.383  0.0010
H3 2.738 1.514 1.173  0.0008
H4 3.931 2.540 -2.170  0.0002
H5 3.063 3.876 -1.383  0.0008
H6 2.420 3.683 -3.612  0.0001
H7 0.281 2.595 -1.236  0.0001
H8 1.168 3.555 -0.062  -0.0004
H9 2.819 0.483 -2.444  0.0003
H10 1.089 0.769 -2.295  0.0139
N1 1.230 -1.167 2.417  0.0082
C6 0.663 -1.143 3.788  0.0002
C7 -0.319 -2.285 4.022  0.0002
C8 -1.626 -2.134 3.259  0.0033
N2 -1.434 -2.315 1.797  0.0036
H11 1.689 -2.061 2.260  0.0011
H12 1.951 -0.454 2.335  0.0020
H13 0.164 -0.184 3.930  0.0002
H14 1.473 -1.214 4.515  -0.0001
H15 -0.555 -2.315 5.086  0.0000
H16 0.151 -3.246 3.785  0.0000
H17 -2.035 -1.137 3.426  0.0004
H18 -2.351 -2.861 3.628  0.0007
H19 -2.342 -2.319 1.340  -0.0001
H20 -1.018 -3.229 1.626  -0.0007
N3 -4.699 -0.498 -3.635  0.0002
C9 -3.718 -0.537 -2.728  0.0001
C10 -3.290 0.623 -2.046  -0.0002
C11 -2.299 0.534 -1.110  -0.0002
N4 -1.680 -0.622 -0.799  -0.0002
C12 -2.066 -1.732 -1.459  0.0003
C13 -3.056 -1.740 -2.400  0.0005
H21 -5.153 0.368 -3.871  0.0000
H22 -4.995 -1.327 -4.119  0.0000
H23 -3.746 1.581 -2.253  0.0000
H24 -1.985 1.413 -0.564  -0.0001
H25 -1.545 -2.651 -1.215  -0.0002
H26 -3.324 -2.667 -2.888  0.0000

Output
HOMO-LUMO gap (spin up / spin down)   6.2 / 5.6 eV
Max |F|   2.4 eV/Å
Lowest unoccupied orbital energy (spin up / spin down)   -7.82 / -8.45 eV
Spin multiplicity   2
Total charge   +2

(3)
Computed, not measured: a cluster of 3 separate species, C3H12NO3 in total, with ωB97M-V with the def2-TZVPD basis set.

Last column: natural (NBO) charge in e.
CARTESIAN COORDINATES (ANGSTROEM)
C1 0.190 1.866 0.441  -0.2019
N1 0.822 1.060 -0.558  -0.6657
C2 1.180 -0.296 -0.132  0.0984
O1 0.386 -1.278 -0.712  -0.9530
C3 -1.061 1.363 1.171  -0.6414
H1 -0.022 2.849 0.001  0.1679
H2 0.947 2.068 1.236  0.1567
H3 0.180 1.021 -1.342  0.3539
H4 2.212 -0.526 -0.556  0.1062
H5 1.156 -0.434 0.947  0.1251
H6 -1.554 2.131 1.796  0.1847
H7 -1.851 1.233 0.413  0.1923
H8 -0.885 0.435 1.716  0.2316
H9 -0.149 -2.042 0.670  0.5147
H10 0.031 -3.019 1.846  0.4394
O2 -0.603 -2.405 1.493  -1.0121
H11 0.228 -1.322 -2.207  0.5057
H12 -1.024 -1.130 -3.090  0.4359
O3 -0.183 -1.573 -3.134  -1.0382

Output
HOMO-LUMO gap   8.0 eV
Max |F|   3.2 eV/Å
Lowest unoccupied orbital energy   3.98 eV
Total charge   -1

Looking at relative energy (zero: lowest compared OMol25 entry of this formula, charge and spin) for the records above, in order, we have 0.000 1.115 0.662 eV.